a.
Here is a structure of composition C55H48IN7OPTl from the Open Molecules 2025 dataset. Energies are from ωB97M-V/def2-TZVPD.

Each line ends with the Löwdin charge.
Geometry (Å):
C: -1.0424 -2.7417 -1.7669  -0.25
C: -0.3391 -5.6373 1.8420  -0.08
H: 4.7026 6.7142 2.4458  0.10
N: 1.0285 1.6248 0.7031  0.13
H: 1.2078 2.9574 -3.1207  0.11
H: -4.2965 2.2556 -7.1121  0.10
N: -2.9765 -0.4911 1.9520  -0.06
C: 3.7942 6.1980 4.3201  -0.09
C: -4.0083 -0.2983 -4.2361  -0.04
C: 2.3577 4.3012 2.8642  -0.19
H: 4.6882 -2.4656 -0.5715  0.12
C: -4.9553 0.3621 -6.3457  -0.09
H: 5.2466 0.7681 -1.7349  0.11
H: 0.8210 -2.2714 -4.4859  0.08
H: 2.6738 1.6463 -6.9302  0.10
H: -6.1260 -5.0477 4.7594  0.10
C: -1.6497 1.5266 -1.0097  -0.45
C: -3.3855 1.7999 -5.2294  -0.03
H: -4.8046 1.0966 -2.0070  0.10
H: -1.8992 -2.6156 -1.1171  0.08
H: -1.0029 0.0937 -5.3956  0.11
C: 5.1061 -1.5873 2.6686  -0.54
C: 1.6273 3.2882 2.0840  -0.12
C: -2.6953 -1.8033 2.2577  -0.12
P: -1.7717 1.7645 0.7921  1.16
C: 6.0588 1.1581 0.2155  -0.10
C: -4.1930 -4.1165 4.8108  -0.07
C: -2.3467 1.1682 -3.0745  -0.13
C: -1.8520 0.0333 1.3646  -0.43
H: -1.4693 -1.3644 -3.4717  0.06
H: -4.9992 0.0168 1.6194  0.08
C: -1.0123 1.5063 -3.0598  -0.20
H: 0.6970 0.1763 -7.1660  0.10
C: -0.0564 2.1903 1.1770  -0.44
C: -0.5810 -3.2378 1.8871  -0.17
H: 1.6722 -6.3871 1.8708  0.10
H: 7.0632 0.8509 -0.0480  0.10
C: 2.0618 2.4009 -5.0141  -0.08
C: 0.3831 -2.5777 -3.5466  -0.24
H: 0.1486 -4.2965 -0.7052  0.07
O: 3.3487 -1.2852 1.1449  -0.03
H: -3.9121 -4.5684 5.7533  0.10
C: 0.8060 -3.1114 1.9229  -0.04
I: 7.2289 -1.7540 2.7960  0.81
C: -5.7883 -3.8072 3.0421  -0.08
C: 0.8067 0.8030 -6.2900  -0.08
C: 0.0334 -3.6337 -1.5510  -0.24
H: -5.6062 0.1576 -7.1858  0.10
N: -0.6053 1.7355 -1.7735  0.12
H: -0.2049 5.0940 2.8065  0.10
H: 1.2521 -2.1255 1.9296  0.09
C: 2.1720 4.4262 4.2399  -0.04
C: 5.7845 1.6119 1.4987  -0.11
C: 3.7550 1.4996 -0.3869  -0.05
C: -0.0292 1.5537 -4.1551  -0.16
C: 0.9039 -3.5380 -2.6558  -0.23
C: -0.8223 -2.0909 -3.0042  -0.25
H: 2.9307 3.0365 -4.8964  0.10
N: 0.2578 3.2213 2.0267  -0.06
H: 3.4249 5.0335 1.1593  0.12
H: -2.3346 -3.0612 4.5903  0.12
H: 2.9526 1.4562 -1.1134  0.08
H: 1.4787 3.7651 4.7466  0.12
Tl: 1.0499 -1.0283 -1.1744  0.91
H: -2.2210 -4.6230 1.7667  0.11
C: 5.0398 1.1105 -0.7282  -0.08
H: 4.2818 2.3253 2.8527  0.12
C: -1.1469 -4.5104 1.8384  -0.03
H: -1.5789 4.1958 2.1377  0.06
C: -3.3078 -3.2690 4.1634  -0.03
C: 1.0425 -5.5065 1.8823  -0.09
N: 5.1283 -2.4066 0.3322  0.17
H: -5.4082 -1.4802 -5.3425  0.10
C: 1.0974 2.3646 -4.0198  -0.03
H: -0.7902 -6.6201 1.7921  0.10
H: -5.1640 -2.5373 1.4305  0.11
H: 4.8448 -0.6062 3.0476  0.04
H: -3.9942 1.2778 2.3558  0.06
H: 6.5751 1.6532 2.2382  0.09
C: 1.6097 -4.2400 1.9177  -0.07
C: 1.9180 1.6229 -6.1556  -0.10
C: 3.4674 1.9315 0.9060  -0.16
C: -1.4013 -2.0178 1.8363  -0.18
C: -5.4359 -4.3850 4.2536  -0.09
H: 6.0973 -2.6520 0.4285  0.03
C: -0.1584 0.7627 -5.2950  -0.03
H: -2.8045 2.7132 -5.1946  0.12
H: -4.1413 -0.1757 -0.9624  0.09
H: 2.6875 -4.1280 1.9241  0.10
C: 4.4955 1.9944 1.8429  -0.04
H: -4.5104 -0.1236 3.3123  0.10
N: -0.9029 -0.8696 1.2903  0.12
C: -0.6615 4.1113 2.7133  -0.03
C: -3.6529 -2.6851 2.9461  -0.19
C: -4.8493 -0.5540 -5.3088  -0.07
H: -3.8986 -1.0366 -3.4507  0.11
C: 2.0831 2.2884 1.2514  -0.17
H: -0.9020 3.7388 3.7097  0.09
C: -4.2197 1.5388 -6.3047  -0.07
N: -2.7418 1.1827 -1.7539  -0.05
H: -6.7514 -4.0229 2.5977  0.10
H: 4.6918 -2.3512 3.3227  0.05
H: 2.7312 5.4595 6.0312  0.10
H: 1.8088 -4.1122 -2.7989  0.08
C: -4.0623 0.8766 -1.2440  -0.02
C: -4.9003 -2.9643 2.3909  -0.04
C: 2.8822 5.3729 4.9629  -0.08
C: 3.2740 5.1355 2.2267  -0.02
C: 3.9907 6.0748 2.9514  -0.07
H: 4.3529 6.9328 4.8851  0.10
C: -3.2694 0.8834 -4.1855  -0.19
H: -4.2626 1.4978 -0.3711  0.07
C: 4.4716 -1.7263 1.2950  -0.65
C: -4.1918 0.2094 2.3265  -0.04

Calculated values
HOMO (Eh): -0.24584
2S+1: 1
HOMO-LUMO gap (eV): 7.068

=====

b.
Here is a structure of composition C55H48IN7OPTl from the Open Molecules 2025 dataset. Energies are from ωB97M-V/def2-TZVPD.

Each line ends with the Löwdin charge.
Geometry (Å):
P: -1.3175 -2.6477 2.0091  1.16
O: -2.6801 2.3822 -1.2698  -0.03
H: 4.5130 -7.2095 -1.7061  0.10
H: 4.0905 -3.1085 1.0142  0.12
N: -3.9999 -2.5324 1.3234  -0.06
N: -0.6985 0.0816 1.9113  0.12
C: 2.3339 0.8871 0.1803  -0.25
C: 3.0660 -4.5220 -0.2317  -0.19
H: 6.4774 -6.3278 -0.4896  0.10
C: -9.0554 -2.6353 0.2891  -0.09
H: -5.2737 1.6918 -4.7407  0.10
H: 6.2617 -4.2776 0.8761  0.10
H: -1.8602 3.8490 -3.0908  0.12
C: 0.6483 1.0820 5.2006  -0.19
H: -2.5880 -0.8854 -2.6121  0.08
C: -0.1352 -1.8056 4.9430  -0.03
H: -10.1239 -2.8019 0.2497  0.10
H: -1.7013 2.3136 0.9645  0.09
H: 2.1477 -3.5692 2.8193  0.09
C: -5.9202 1.0413 -2.7999  -0.11
C: 1.4658 -4.2474 2.3040  -0.02
C: -0.0160 2.4303 2.2842  -0.17
H: 2.2691 0.7417 1.2506  0.08
H: -9.0812 -1.9181 2.3114  0.10
C: -7.1012 -1.9259 1.4952  -0.04
H: -4.6523 -2.9106 3.2941  0.09
H: 2.8601 0.0066 -2.9881  0.08
I: -5.9033 4.9339 -2.2027  0.80
H: -0.7124 -2.6851 4.6688  0.05
N: -0.2147 -0.8400 3.8631  -0.06
H: 3.2304 0.8568 7.3882  0.10
C: 0.4262 2.7044 6.9725  -0.07
C: 0.3966 -2.4581 -4.7339  -0.08
Tl: -0.0882 0.3968 -1.1119  0.91
C: -0.7160 -1.0358 2.6060  -0.42
C: 0.1349 0.4869 3.9555  -0.12
C: 0.2525 5.0527 1.3761  -0.09
C: 2.1344 2.1043 -0.5067  -0.24
H: -0.9647 2.4823 5.3509  0.12
H: -6.2786 -2.9108 -1.6327  0.12
H: 3.7654 -2.7413 -4.8217  0.10
C: -0.0758 -3.0184 0.7315  -0.44
C: -8.4700 -2.1435 1.4471  -0.08
C: -6.8971 -2.7007 -0.7692  -0.03
H: -3.2482 4.8940 -3.0873  0.03
C: 2.3058 1.2102 6.9506  -0.08
H: 0.8968 -2.1011 5.1321  0.09
H: 3.4097 -3.1468 -2.4299  0.11
C: -0.7721 4.2487 0.8967  -0.07
H: 1.9751 2.6995 8.4584  0.10
H: -3.1334 0.4439 -4.6255  0.11
H: -0.5470 -1.3747 5.8543  0.10
H: 2.2703 2.6023 -2.6683  0.08
C: 4.1792 -4.0258 0.4437  -0.04
H: -0.8058 -2.6870 -2.9642  0.10
H: -6.3034 0.2606 -0.8419  0.12
C: -4.0449 -1.2201 -0.4306  -0.17
C: -4.4149 -0.4210 -1.6092  -0.16
H: -1.4569 4.6357 0.1524  0.09
C: 2.6539 0.5022 -2.0502  -0.24
H: -3.5697 -4.1241 2.5945  0.06
H: 2.8738 -1.1428 -0.5642  0.07
H: 2.4017 -0.1519 5.2981  0.12
C: 2.6535 -0.1053 -0.7762  -0.25
H: 0.3613 6.0680 1.0165  0.10
H: 1.9674 5.1527 2.6634  0.10
C: 4.4199 -6.3189 -1.0982  -0.08
N: 1.0637 -3.7135 1.0179  -0.05
C: 1.0106 -3.1860 -1.1104  -0.20
H: -0.1231 3.5162 7.4314  0.10
H: -8.7173 -3.2924 -1.7257  0.10
C: -4.3921 -3.4473 2.3809  -0.03
N: -0.1235 -2.6746 -0.5298  0.11
H: 2.3350 -6.0482 -1.5431  0.12
H: -6.6507 -1.5142 2.3904  0.12
C: 3.1968 -5.6729 -1.0056  -0.03
H: -5.2543 -4.0232 2.0528  0.09
C: 2.5560 -2.9806 -3.0739  -0.03
C: -0.9120 2.9463 1.3514  -0.05
C: -2.7277 -2.1269 0.9986  -0.44
H: 1.9653 -5.2033 2.1610  0.10
C: -3.5297 -0.3548 -2.6814  -0.05
H: -0.4494 -2.2488 -5.3768  0.10
H: -5.0389 2.9396 -0.6604  0.04
C: 1.6818 -2.4785 -5.2593  -0.09
C: -5.0327 1.0992 -3.8673  -0.10
C: 2.3382 1.8646 -1.8808  -0.23
C: 1.8338 0.6355 5.7796  -0.04
C: -3.8366 0.3979 -3.8033  -0.07
N: -2.7152 4.1580 -2.6585  0.16
C: -0.1717 1.0392 2.7328  -0.19
C: 0.1912 -2.7032 -3.3862  -0.04
C: 1.2689 -2.9680 -2.5413  -0.17
C: 1.7731 -3.8199 -0.1588  -0.13
H: 1.7459 2.8324 3.4468  0.12
C: -4.8495 -1.9579 0.4110  -0.12
C: -5.6127 0.2881 -1.6762  -0.04
H: -4.2723 4.4677 -0.1699  0.05
C: 5.5224 -5.8242 -0.4151  -0.09
C: 1.0218 3.2355 2.7499  -0.03
H: -6.8504 1.5951 -2.8393  0.09
C: 5.4008 -4.6764 0.3554  -0.07
C: -0.0504 2.1243 5.8077  -0.02
H: 0.5793 -4.3965 2.9174  0.06
C: -4.5211 3.8249 -1.0113  -0.54
C: -8.2660 -2.9107 -0.8191  -0.07
C: -3.2360 3.3787 -1.6839  -0.65
N: -2.7411 -1.3412 -0.0524  0.14
C: 1.1504 4.5406 2.3031  -0.08
H: 1.8854 3.0531 -0.0529  0.08
C: 1.6030 2.2459 7.5490  -0.09
C: -6.3003 -2.2049 0.3891  -0.19
H: 1.8447 -2.2833 -6.3114  0.10
C: 2.7583 -2.7413 -4.4245  -0.08

Calculated values
HOMO (Eh): -0.23867
2S+1: 1
HOMO-LUMO gap (eV): 6.841

=====

Stability, descending: a, b

=====

a.
Here is a cluster of 2 separate species, C4H13N2O2 in total from the Open Molecules 2025 dataset. Energies are from ωB97M-V/def2-TZVPD.

Each line ends with the Löwdin charge.
Geometry (Å):
C: -0.9193 1.1725 0.7271  -0.22
H: -1.1338 2.1353 1.2245  0.09
H: -1.3900 -0.4149 -1.2708  0.04
O: 1.8679 -1.0648 -2.9407  -0.09
H: 2.1746 -1.4722 -2.1152  0.01
N: -2.0373 -0.6630 -0.5388  -0.01
H: 0.6572 -0.1535 -0.8554  0.06
O: 1.3044 -1.8728 0.0486  -0.29
H: -0.3299 -0.5521 1.8271  0.09
C: 1.4476 -0.5889 -0.1955  -0.63
H: -2.6694 1.2631 -0.3482  0.09
H: 2.0809 -0.0541 1.7047  0.08
H: 0.2798 0.9508 2.5645  0.09
H: -1.6354 -1.3886 0.0457  0.05
H: 2.4276 -0.2381 -0.6843  0.08
C: -2.2251 0.5289 0.3609  -0.30
H: 1.9169 -0.1330 -3.0530  0.00
C: 0.1496 0.4034 1.6158  -0.26
H: -3.0134 0.2896 1.0678  0.09
H: -0.4196 1.5334 -0.1702  0.09
N: 1.4668 0.3191 0.9852  -0.08

Calculated values
Net charge: -1
HOMO (Eh): -0.10801
2S+1: 1
HOMO-LUMO gap (eV): 6.870

=====

b.
Here is a cluster of 2 separate species, C4H13N2O2 in total from the Open Molecules 2025 dataset. Energies are from ωB97M-V/def2-TZVPD.

Each line ends with the Löwdin charge.
Geometry (Å):
N: -1.0688 -1.1171 0.7376  0.01
H: -1.8986 0.8913 2.0695  0.07
O: 3.7031 -1.9542 0.1661  -0.22
C: -0.4646 1.1405 -0.1558  -0.23
C: 1.5680 -0.0346 -1.2424  -0.45
H: 2.8760 -1.2703 0.1095  -0.02
H: 0.3186 1.5498 -1.9656  0.06
H: -2.8579 1.6445 0.7031  0.07
O: 1.7522 -0.3083 0.0646  -0.30
N: 0.2544 0.7221 -1.3836  -0.06
C: -2.5303 0.7124 1.2113  -0.10
H: -0.5001 -0.8037 1.5161  0.05
H: -3.4252 0.1469 1.4244  0.06
H: -2.1736 -0.1619 -0.7629  0.12
H: 2.4249 0.5293 -1.6798  0.09
H: 3.1105 -2.6658 0.4606  -0.02
H: -0.8108 2.1881 -0.2397  0.10
C: -1.6198 0.1377 0.1262  -0.44
H: 0.2015 1.0788 0.6818  0.09
H: 1.5688 -0.9366 -1.8717  0.08
H: -0.4283 -1.4889 0.0309  0.05

Calculated values
Net charge: -1
HOMO (Eh): -0.13002
2S+1: 1
HOMO-LUMO gap (eV): 7.474

=====

Stability, descending: b, a